[1]
Molecular formula: C2H4N2O
Method: DFT, ωB97M-V/def2-TZVPD

As for the gap between HOMO and LUMO: 9.82 eV. The total energy comes out at -263.2242 Ha. The HOMO energy is -9.013 eV. As for the SMILES: COC1N=N1. The value obtained for the LUMO energy is 0.80 eV.

ORCA input file:
```
! wB97M-V def2-TZVPD RIJCOSX def2/J DEFGRID3
* xyz 0 1
H -1.906 1.613 0.800
H 0.377 -0.720 0.864
N -2.140 -0.559 0.489
H 1.441 -0.023 -0.365
C 0.454 -0.307 -0.105
N -2.577 -0.129 -0.562
C -1.438 0.713 0.306
H 0.153 -1.031 -0.733
O -0.291 0.912 -0.377
*
```


[2]
Molecular formula: C4H7N3
Method: DFT, ωB97M-V/def2-TZVPD

As for the gap between HOMO and LUMO: 8.92 eV. The total energy comes out at -320.7393 Ha. The HOMO energy is -8.884 eV. As for the SMILES: C1=NC=NCCN1. The value obtained for the LUMO energy is 0.04 eV.

ORCA input file:
```
! wB97M-V def2-TZVPD RIJCOSX def2/J DEFGRID3
* xyz 0 1
H -0.248 -1.630 -1.441
C 1.163 -0.282 -0.823
C 1.090 1.040 1.216
H 1.933 -0.768 -1.298
N -1.232 -0.023 -0.709
N 1.725 0.042 0.537
C -0.210 -1.093 -0.554
H -2.397 1.099 0.735
C -1.260 0.771 0.558
H 0.866 0.502 -1.472
N -0.307 1.206 1.176
H -2.311 -0.648 -0.483
H 1.484 1.469 2.099
H -0.297 -1.686 0.459
*
```


[3]
Molecular formula: C10H10N2
Method: DFT, ωB97M-V/def2-TZVPD

As for the gap between HOMO and LUMO: 10.03 eV. The total energy comes out at -496.5059 Ha. The HOMO energy is -9.328 eV. As for the SMILES: c1ccncc1.c1ccncc1. The value obtained for the LUMO energy is 0.70 eV.

ORCA input file:
```
! wB97M-V def2-TZVPD RIJCOSX def2/J DEFGRID3
* xyz 0 1
C -4.455 1.255 -0.005
C -2.854 -0.367 0.558
C 3.774 1.313 -0.135
H -2.585 1.679 1.055
H 3.418 2.330 -0.273
H -6.357 0.613 -0.898
H -1.828 -0.579 0.944
N -3.734 -1.266 0.160
H 1.781 0.641 -0.199
H 2.438 -1.776 -0.384
H -4.801 2.260 -0.014
C 2.799 0.338 -0.139
C 3.159 -0.987 -0.150
C -3.268 0.879 0.569
C -4.934 -1.012 -0.321
H -5.600 -1.774 -0.707
C -5.309 0.356 -0.569
H 6.460 -0.771 0.106
N 4.426 -1.348 0.093
C 5.081 0.977 -0.125
H 5.925 1.596 -0.257
C 5.392 -0.405 0.126
*
```


[4]
Molecular formula: C7H9BrF3IrNO8S
Method: DFT, ωB97M-V/def2-TZVPD

As for the gap between HOMO and LUMO (alpha / beta): 9.55 / 6.81 eV. The total energy comes out at -4304.8157 Ha. The HOMO energy (alpha / beta) is -9.556 / -10.228 eV. The value obtained for the LUMO energy (alpha / beta) is 0.00 / -3.42 eV.

ORCA input file:
```
! wB97M-V def2-TZVPD RIJCOSX def2/J DEFGRID3
* xyz 0 6
F -4.101 -1.423 -3.178
H -0.277 -2.580 2.069
N -0.622 -0.562 2.385
O -1.121 -1.826 -1.420
Br 2.444 -0.152 -1.923
O 1.250 1.110 0.972
C -3.294 -0.669 -2.443
F -3.622 -0.818 -1.159
C -0.278 0.622 2.967
H 2.175 -2.490 2.586
C -1.924 -0.681 1.759
O -1.559 -2.091 -3.830
O -1.344 0.843 -0.007
O -3.236 1.216 1.142
H 0.387 0.524 3.822
Ir 0.332 -0.215 -0.823
H -2.713 -0.772 2.508
S -1.523 -1.211 -2.717
C 0.767 1.720 1.922
F -3.439 0.599 -2.790
C -2.232 0.592 0.892
H 2.572 -1.462 0.475
H 2.064 -0.717 2.585
H -1.119 1.285 3.150
O -0.746 0.028 -2.865
C 1.620 -1.634 2.194
H -1.943 -1.534 1.080
O 0.799 2.790 2.447
H 0.147 -2.003 3.695
O 1.672 -1.651 0.767
C 0.170 -1.760 2.628
*
```


The relative energy (zero: lowest compared OMol25 entry of this formula, charge and spin) results, record by record, are as follows: 365.14 377.98 239.41 0.00 kJ/mol.